C28H36F3N4SbV as an isolated structure. Source: the OMol25 dataset; level of theory: wB97M-V/def2-TZVPD.

Properties
- highest occupied orbital energy (alpha / beta) (eV) = -13.960 / -13.964
- ⟨S²⟩ = 3.760
- DFT total energy (eV) = -75945.5139
- HOMO-LUMO gap (alpha / beta) (eV) = 8.49 / 8.42

```
! RIJCOSX wB97M-V def2-TZVPD def2/J DEFGRID3
* xyz 2 4
Sb 1.148 0.433 0.603
V -0.924 -0.699 -0.889
F 4.159 3.945 -3.538
F -0.925 4.564 4.747
F 5.909 -1.743 3.898
N -2.205 0.989 -0.478
N 0.131 -2.455 -1.495
N -1.906 -0.973 -2.771
N -1.926 -1.502 0.780
C -0.296 1.451 3.075
C 4.580 0.064 3.243
C 3.062 -1.701 1.715
C -3.253 -0.836 0.852
C 2.739 -0.345 1.741
C 3.576 1.525 -0.941
C 2.151 3.342 -2.512
C 0.215 4.166 2.746
C 1.494 2.556 -1.578
C 0.670 3.255 1.802
C 4.138 -2.185 2.445
C 0.414 1.892 1.954
C -3.070 0.667 0.700
C -0.315 -3.757 -0.904
C 4.247 2.302 -1.877
C -2.018 -2.987 0.855
C 0.044 -2.455 -2.986
C 4.875 -1.288 3.194
C -3.951 0.463 -2.258
C -2.972 1.473 -1.668
C -0.678 -3.664 0.575
C -3.389 -0.847 -2.858
C 2.196 1.648 -0.778
C -0.488 3.694 3.838
C -0.752 2.349 4.027
C -1.399 -2.226 -3.407
C 3.520 3.196 -2.641
C 3.503 0.535 2.511
H 0.423 -3.385 -3.413
H -1.191 -4.092 -1.459
H -3.797 -1.710 -2.333
H 0.420 2.680 -1.465
H -2.758 -3.304 0.117
H 4.411 -3.232 2.443
H -1.481 -2.181 -4.492
H 2.482 -2.401 1.123
H -3.540 2.363 -1.394
H -3.697 -0.944 -3.898
H 5.189 0.722 3.849
H 0.118 -3.160 1.134
H -2.583 1.071 1.587
H -3.864 -1.240 0.043
H -1.513 -0.200 -3.313
H 3.262 1.591 2.548
H 0.408 5.227 2.653
H -0.724 -4.679 0.969
H -0.470 0.392 3.244
H 5.318 2.230 -2.015
H 0.462 -4.505 -1.064
H -4.703 0.218 -1.506
H 1.240 3.618 0.956
H -1.288 2.029 4.911
H -2.399 -3.281 1.833
H 0.672 -1.646 -3.364
H -2.036 -3.043 -3.072
H 4.145 0.834 -0.331
H -4.494 0.998 -3.036
H -3.761 -1.057 1.792
H -4.040 1.156 0.613
H -2.240 1.794 -2.411
H -1.620 1.771 -0.189
H 1.630 4.063 -3.129
H 1.110 -2.343 -1.245
H -1.396 -1.199 1.595
*
```



C28H36FeN4O2S as an isolated structure in a non-equilibrium geometry. Source: the OMol25 dataset; level of theory: wB97M-V/def2-TZVPD.

Properties
- highest occupied orbital energy (alpha / beta) (eV) = -14.246 / -14.211
- ⟨S²⟩ = 6.010
- ΔE to the lowest compared entry with this formula, charge and spin (kcal per mole) = 20.3
- DFT total energy (eV) = -84887.4605
- HOMO-LUMO gap (alpha / beta) (eV) = 8.40 / 8.11

```
! RIJCOSX wB97M-V def2-TZVPD def2/J DEFGRID3
* xyz 2 5
Fe 0.458 0.144 0.596
S 0.560 -2.319 0.067
O 2.452 0.437 -0.583
O 2.166 -0.270 2.101
N 3.529 2.357 -0.058
N 0.403 2.458 -0.157
N 1.011 -3.586 2.356
N 2.770 -2.320 1.519
C 2.205 -6.309 3.223
C 1.253 4.675 -0.251
C 0.162 5.076 -1.008
C 3.073 -1.041 1.768
C -1.131 -0.062 2.797
C 1.341 3.354 0.162
C -1.513 1.194 2.305
C 5.366 -1.310 0.793
C -0.780 4.130 -1.378
C 6.316 0.721 2.427
C 2.782 -4.929 3.521
C -2.184 -1.097 0.850
C 1.442 -2.783 1.403
C -2.298 1.316 1.158
C 3.402 1.213 -0.743
C 1.706 -3.846 3.623
C 4.494 -0.656 1.668
C 6.702 -0.954 0.746
C 4.500 0.925 -1.727
C -0.620 2.831 -0.931
C -2.662 -2.327 0.144
C -2.962 2.620 0.830
C 2.547 2.837 0.903
C -0.474 -0.169 4.143
C -1.472 -1.197 2.055
C -2.566 0.171 0.405
C 7.183 0.053 1.573
C 4.974 0.382 2.466
H -1.314 2.049 -1.209
H 0.953 -4.147 4.351
H 0.539 0.235 4.123
H 0.113 -4.024 2.208
H -2.923 -2.122 -0.893
H 2.247 2.004 1.543
H 4.514 1.700 -2.495
H -1.315 2.076 2.903
H -1.041 0.402 4.878
H 0.058 6.105 -1.323
H 6.697 1.499 3.074
H -3.559 -2.701 0.643
H 5.472 0.917 -1.235
H 3.003 3.622 1.502
H 8.232 0.312 1.551
H 3.509 -4.655 2.753
H -3.191 0.252 -0.478
H -1.922 -3.124 0.173
H 5.013 -2.076 0.111
H -2.315 3.473 1.028
H -1.260 -2.180 2.456
H 1.601 -6.299 2.314
H 4.303 2.961 -0.282
H 3.315 -4.956 4.472
H 3.507 -2.957 1.256
H -3.840 2.727 1.472
H 2.026 5.376 0.034
H -0.426 -1.204 4.475
H 7.374 -1.465 0.072
H 2.155 -2.911 3.960
H 3.010 -7.028 3.084
H -3.306 2.651 -0.202
H 1.579 -6.652 4.047
H -1.632 4.389 -1.990
H 4.325 -0.035 -2.202
H 4.301 0.893 3.142
*
```



A 5-piece molecular cluster, C28H36N5O4S overall. Source: the OMol25 dataset; level of theory: wB97M-V/def2-TZVPD.

Properties
- highest occupied orbital energy (eV) = -9.542
- ΔE to the lowest compared entry with this formula, charge and spin (kcal per mole) = 2.7
- DFT total energy (eV) = -56087.8901
- HOMO-LUMO gap (eV) = 4.73

```
! RIJCOSX wB97M-V def2-TZVPD def2/J DEFGRID3
* xyz 1 1
S -0.742 1.334 2.497
O 4.867 -0.954 1.659
O 3.704 -0.624 -0.203
O -1.511 -0.363 6.819
O -2.207 -0.355 4.711
N 0.216 -1.051 3.284
N 2.838 0.677 -3.155
N -2.093 2.966 -0.552
N -5.142 1.467 -3.717
N 3.948 -1.658 -6.887
C -5.667 0.324 -3.179
C 4.556 1.987 -3.641
C 0.438 0.045 2.522
C -7.160 1.229 -4.593
C -0.225 0.266 7.014
C -1.372 -2.417 5.457
C 3.726 -2.946 -7.293
C 4.172 0.901 -2.907
C 3.186 -3.631 -6.238
C -3.502 4.643 -0.868
C -6.920 0.149 -3.702
C 2.370 1.620 -4.034
C 3.827 -0.813 1.120
C 3.560 -1.508 -5.586
C 0.420 -0.264 8.294
C 3.082 -2.717 -5.153
C -2.809 3.947 0.083
C 3.411 2.446 -4.353
C -3.197 4.060 -2.127
C 2.286 -2.002 2.703
C 0.709 -3.236 4.278
C -2.325 3.029 -1.901
C 1.095 -2.082 3.405
C 1.620 0.130 1.798
C 2.537 -0.904 1.896
C -1.712 -0.956 5.631
C -6.045 2.023 -4.581
C 0.113 -2.788 5.616
H 1.344 1.616 -4.361
H 2.900 -4.669 -6.243
H 0.723 -1.991 6.023
H 3.970 -3.263 -8.292
H 0.418 0.163 6.143
H -4.238 1.845 -3.504
H -2.764 4.066 1.152
H 4.336 -0.931 -7.460
H -0.669 -1.093 3.791
H 3.012 -2.793 2.777
H 5.546 2.409 -3.669
H -0.410 1.329 7.128
H 1.598 -3.830 4.462
H -1.851 2.337 -2.578
H 1.796 1.001 1.188
H 2.292 -0.072 -2.771
H 1.501 -0.290 8.239
H -8.050 1.402 -5.175
H -1.874 0.630 2.670
H -1.491 2.306 -0.098
H 3.662 -0.564 -5.087
H -5.106 -0.264 -2.473
H -2.012 -2.986 6.126
H 0.031 -3.887 3.729
H 3.364 3.285 -5.027
H -1.705 -2.672 4.456
H 3.025 0.035 -0.404
H -4.157 5.477 -0.685
H 0.074 0.336 9.127
H 2.700 -2.928 -4.167
H -5.819 2.933 -5.111
H -3.575 4.367 -3.088
H 0.206 -3.611 6.316
H 4.730 0.262 -2.246
H 0.033 -1.263 8.467
H -7.590 -0.662 -3.472
*
```